# 1
Molecular formula: H10O5
Method: DFT, ωB97M-V with the def2-TZVPD basis set

Element x y z (Å)
O1 -0.2323 -0.1508 -0.3775
H1 -0.6673 -0.6168 0.3065
H2 0.2127 -0.8758 -0.6045
O2 1.6067 1.9542 -0.2875
H3 0.8707 1.2852 -0.3325
H4 2.2627 1.6332 0.3315
O3 1.6097 -1.9268 -0.4565
H5 2.4007 -1.2978 -0.5865
H6 1.8577 -2.4128 0.4625
O4 -2.2483 1.4752 -1.4295
H7 -2.1153 2.3322 -1.6505
H8 -1.5133 0.9862 -1.2325
O5 -1.5863 -0.6718 1.6785
H9 -0.8443 -0.2038 2.0335
H10 -1.6133 -1.5098 2.1455

Computed properties:
energy above the lowest of the compared OMol25 structures with the same formula, charge and spin	207.69	kJ/mol
orbital gap	10.4623	eV
lowest unoccupied orbital energy	-0.146	eV
SMILES string	O.O.O.O.O



# 2
Molecular formula: H22O11
Method: DFT, ωB97M-V with the def2-TZVPD basis set

Element x y z (Å)
O1 -0.7681 -2.1880 -2.1331
H1 -0.7253 -2.8637 -2.8143
H2 -0.4006 -1.4015 -2.5078
O2 -0.5157 2.4298 2.3607
H3 0.2920 2.2454 1.8976
H4 -0.2981 2.3056 3.2584
O3 3.5354 0.2660 0.5194
H5 4.4903 0.1863 0.3827
H6 3.1161 -0.0205 -0.2965
O4 -0.5689 0.2246 -0.3519
H7 -0.2915 0.2204 0.5243
H8 0.2616 0.0326 -0.8037
O5 -2.3175 0.3586 2.4257
H9 -1.7947 1.1681 2.4127
H10 -2.2092 0.0860 3.3480
O6 2.0631 -0.1690 -1.7350
H11 1.4121 -0.0730 -2.4594
H12 2.6735 0.4977 -2.0143
O7 -0.0627 -0.0077 -3.5326
H13 -0.2222 -0.4120 -4.4239
H14 -0.7602 0.5783 -3.3954
O8 -1.6214 2.7942 -0.7506
H15 -1.7455 3.3512 0.0322
H16 -1.3936 1.8954 -0.4850
O9 0.6772 -0.3905 2.0441
H17 1.3171 0.0964 2.5425
H18 -0.0252 -0.5929 2.6234
O10 0.8194 -2.5052 0.3547
H19 0.8914 -1.7807 0.9623
H20 0.3297 -2.1805 -0.3886
O11 -2.2495 -1.7451 0.6854
H21 -2.3166 -1.1930 1.4814
H22 -1.5924 -1.2135 0.2367

Computed properties:
energy above the lowest of the compared OMol25 structures with the same formula, charge and spin	187.92	kJ/mol
orbital gap	9.1047	eV
lowest unoccupied orbital energy	-0.280	eV
SMILES string	O.O.O.O.O.O.O.O.O.O.O



# 3
Molecular formula: C15H23NO3
Method: DFT, ωB97M-V with the def2-TZVPD basis set

Element x y z (Å)
C1 -0.6991 -1.6116 1.5604
C2 -1.0711 -2.1633 0.1816
C3 -1.7984 -3.5030 0.2972
O1 -1.7732 -1.2148 -0.6108
C4 -3.1125 -0.9292 -0.2473
C5 -3.5224 0.3946 -0.8941
C6 -2.9311 1.6016 -0.1760
N1 -1.4867 1.5616 -0.2302
C7 -0.7250 2.5474 0.2493
O2 -1.1566 3.5815 0.7219
C8 0.7919 2.2926 0.1662
C9 1.4390 3.4169 -0.6434
O3 1.0143 1.0228 -0.4188
C10 2.2171 0.3961 -0.2774
C11 3.2674 0.8211 0.5274
C12 4.4252 0.0639 0.6035
C13 4.5544 -1.1107 -0.1129
C14 3.5098 -1.5325 -0.9209
C15 2.3526 -0.7877 -1.0052
H1 -1.5750 -1.5057 2.1967
H2 -0.0040 -2.2910 2.0455
H3 -0.2211 -0.6411 1.4555
H4 -0.1463 -2.3115 -0.3887
H5 -1.1303 -4.2396 0.7345
H6 -2.1042 -3.8504 -0.6869
H7 -2.6788 -3.4170 0.9303
H8 -3.2177 -0.8544 0.8415
H9 -3.7729 -1.7322 -0.6052
H10 -4.6100 0.4726 -0.8802
H11 -3.1873 0.3858 -1.9320
H12 -3.2758 2.5328 -0.6386
H13 -3.2582 1.6182 0.8719
H14 -1.0663 0.6975 -0.5516
H15 1.1631 2.3147 1.2012
H16 2.5236 3.3372 -0.6257
H17 1.1004 3.3591 -1.6755
H18 1.1362 4.3717 -0.2231
H19 3.2014 1.7337 1.0989
H20 5.2342 0.4048 1.2331
H21 5.4616 -1.6917 -0.0470
H22 3.5998 -2.4456 -1.4907
H23 1.5317 -1.0949 -1.6344

Computed properties:
energy above the lowest of the compared OMol25 structures with the same formula, charge and spin	166.52	kJ/mol
orbital gap	9.4850	eV
lowest unoccupied orbital energy	0.808	eV
SMILES string	CC(C)OCCCNC(=O)[C@H](C)Oc1ccccc1



# 4
Molecular formula: C46H54BrCsI2N5O6PS2Si
Method: DFT, ωB97M-V with the def2-TZVPD basis set

Element x y z (Å)
Cs1 -0.6317 -0.0098 0.1498
O1 -0.8883 4.4349 1.6822
C1 0.4818 4.0401 1.6946
C2 0.7870 3.1340 0.5155
N1 2.1755 2.7390 0.4052
C3 2.8511 2.1561 1.5547
C4 2.3873 0.8256 2.2087
O2 3.2202 0.3123 2.9899
O3 1.2393 0.3944 1.9356
C5 2.5830 2.2990 -0.9262
C6 1.6052 1.3777 -1.7013
O4 0.7768 1.9281 -2.4409
O5 1.7055 0.1183 -1.5434
H1 -1.4274 3.6482 1.5232
H2 0.7204 3.5367 2.6370
H3 1.0705 4.9579 1.6366
H4 0.5061 3.6453 -0.4079
H5 0.1157 2.2741 0.6236
H6 2.8567 2.8869 2.3717
H7 3.8996 2.0157 1.2870
H8 3.5454 1.7942 -0.8274
H9 2.7153 3.1824 -1.5617
I1 -2.9853 2.0441 -1.8473
C7 -2.7104 2.7364 -3.8280
C8 -2.8358 4.0951 -3.9773
C9 -2.8665 4.7105 -5.2402
C10 -2.8218 3.9392 -6.3608
C11 -2.6749 2.5358 -6.2589
C12 -2.6653 1.7688 -7.4499
C13 -2.5063 0.4205 -7.4029
C14 -2.2782 -0.2029 -6.1607
C15 -2.2615 0.4861 -4.9724
P1 -1.6314 -0.4137 -3.4651
C16 -3.1134 -1.3733 -2.9544
C17 -4.4067 -1.1590 -3.4168
C18 -5.4839 -1.8356 -2.8539
C19 -5.2855 -2.7355 -1.8177
C20 -3.9962 -2.9592 -1.3450
C21 -2.9254 -2.2832 -1.9085
C22 -0.6337 -1.7567 -4.2436
C23 0.7447 -1.5295 -4.2464
C24 1.6139 -2.4836 -4.7575
C25 1.1203 -3.6809 -5.2568
C26 -0.2477 -3.9255 -5.2385
C27 -1.1176 -2.9705 -4.7299
C28 -2.5430 1.9031 -4.9851
H10 -2.9429 4.7065 -3.0902
H11 -2.9602 5.7877 -5.3113
H12 -2.8936 4.3799 -7.3492
H13 -2.7881 2.2852 -8.3959
H14 -2.5091 -0.1737 -8.3092
H15 -2.0674 -1.2630 -6.1620
H16 -4.5796 -0.4418 -4.2109
H17 -6.4862 -1.6396 -3.2162
H18 -6.1284 -3.2374 -1.3582
H19 -3.8322 -3.6288 -0.5065
H20 -1.9194 -2.4513 -1.5295
H21 1.1294 -0.6230 -3.7890
H22 2.6819 -2.3040 -4.7274
H23 1.8024 -4.4307 -5.6449
H24 -0.6411 -4.8629 -5.6208
H25 -2.1843 -3.1722 -4.7069
Br1 4.8936 -4.5370 -1.3749
C29 5.3569 -3.7839 0.3200
C30 6.1604 -4.5610 1.1453
C31 6.4979 -4.0880 2.4036
C32 6.0233 -2.8506 2.8226
C33 5.2209 -2.0866 1.9895
C34 4.8794 -2.5390 0.7095
I2 3.5666 -1.3262 -0.4121
H26 6.5078 -5.5266 0.8026
H27 7.1208 -4.6910 3.0535
H28 6.2674 -2.4769 3.8099
H29 4.8178 -1.1332 2.3317
C35 2.1934 -4.2760 1.8011
C36 0.8089 -4.5590 2.2580
C37 -0.0098 -5.5219 1.7442
C38 -1.3316 -5.5655 2.2314
N2 -1.7678 -4.8334 3.2297
C39 -0.9254 -3.9446 3.8274
S1 -1.3052 -3.0928 5.1992
N3 0.3179 -3.7738 3.2380
C40 -2.3292 -6.4717 1.5690
H30 2.5527 -5.0629 1.1418
H31 2.8741 -4.1610 2.6467
H32 2.1965 -3.3403 1.2381
H33 0.3272 -6.1551 0.9368
H34 0.8946 -3.0230 3.6023
H35 -1.8865 -7.4426 1.3386
H36 -2.6474 -6.0209 0.6247
H37 -3.1994 -6.5957 2.2089
C41 -2.0524 -6.4716 -2.4129
N4 -1.3381 -5.2590 -2.0804
C42 -0.0202 -5.0483 -1.8758
S2 0.5429 -3.5834 -1.3158
N5 0.8840 -6.0707 -2.0615
C43 0.8570 -7.0434 -3.1482
H38 -3.1152 -6.2539 -2.3236
H39 -1.8145 -7.2788 -1.7170
H40 -1.8668 -6.8131 -3.4319
H41 -1.8912 -4.4202 -1.9903
H42 1.8074 -5.7048 -1.8743
H43 0.1386 -7.8392 -2.9758
H44 1.8437 -7.5002 -3.1967
H45 0.6490 -6.5762 -4.1143
C44 -4.4021 1.9239 3.0985
Si1 -4.5266 1.0583 1.4191
C45 -5.0417 -0.7306 1.7767
C46 -6.0200 1.8413 0.5457
O6 -3.1814 1.1575 0.5736
H46 -5.3258 1.8275 3.6800
H47 -4.1940 2.9904 2.9651
H48 -3.5842 1.4988 3.6881
H49 -5.8789 -0.7846 2.4816
H50 -4.2083 -1.2964 2.2051
H51 -5.3442 -1.2287 0.8501
H52 -6.9311 1.7650 1.1502
H53 -6.2028 1.3462 -0.4138
H54 -5.8354 2.9001 0.3377

Computed properties:
energy above the lowest of the compared OMol25 structures with the same formula, charge and spin	210.63	kJ/mol
orbital gap	5.6281	eV
lowest unoccupied orbital energy	3.201	eV
total charge	-2



Sequential HOMO output: -10.6, -9.4, -8.7, -2.4 eV